Entry from the Open Molecules 2025 dataset: a structure of composition C50H62N3O2P2RbSe2Si2 (ωB97M-V/def2-TZVPD).

Geometry as XYZ:
```
124
Properties=species:S:1:pos:R:3:forces:R:3:mulliken_charge:R:1
Rb 1.303 -0.088 0.403 0.6 0.5 0.3 0.580
C 0.554 -2.252 -4.862 -0.2 -0.2 -0.1 -1.042
Si 1.230 -0.937 -3.696 0.1 0.2 0.1 -0.094
C 3.018 -1.427 -3.385 0.3 -0.1 0.0 -1.060
C 1.289 0.634 -4.720 0.0 0.3 -0.2 -0.703
N 0.461 -0.668 -2.228 -0.6 -0.8 -0.2 0.663
P -0.998 -1.121 -1.706 0.1 1.0 -0.3 1.589
C -1.389 -0.388 -0.257 -0.8 -1.3 -0.4 -1.522
P -1.994 -1.113 1.104 0.0 0.8 0.6 1.063
N -1.436 -0.391 2.448 -0.2 -0.7 -0.4 0.460
Si -1.828 -0.597 4.073 0.2 0.3 0.0 0.116
C -3.199 0.569 4.605 -0.3 0.2 0.1 -1.060
C -0.334 -0.135 5.111 0.2 0.1 0.2 -1.105
C -2.304 -2.301 4.732 -0.1 -0.3 0.0 -1.047
C -3.855 -0.957 1.234 0.0 0.0 0.0 -0.090
C -4.675 -1.708 2.078 -0.1 0.0 0.0 0.226
C -6.025 -1.403 2.236 0.1 0.0 -0.1 -0.821
C -6.581 -0.326 1.554 0.1 0.0 0.0 -0.595
C -5.780 0.427 0.701 0.1 -0.1 0.0 -0.613
C -4.435 0.108 0.539 0.0 -0.1 0.0 -0.817
C -1.709 -2.934 1.335 0.3 0.0 0.0 1.020
C -0.466 -3.315 1.860 -0.2 0.0 0.0 -1.124
C -0.131 -4.650 2.040 -0.1 0.1 0.0 -0.522
C -1.041 -5.643 1.693 -0.1 0.0 0.0 -0.729
C -2.267 -5.286 1.153 0.0 0.1 0.1 -0.765
C -2.590 -3.943 0.965 0.0 -0.1 0.1 -0.336
C -1.120 -2.969 -1.841 -0.1 0.0 0.1 0.600
C 0.028 -3.744 -1.650 -0.1 -0.1 -0.1 -0.607
C -0.023 -5.134 -1.715 -0.1 0.2 0.0 -0.800
C -1.226 -5.777 -1.984 0.0 0.1 -0.1 -0.646
C -2.382 -5.023 -2.143 0.1 0.1 -0.1 -1.022
C -2.326 -3.636 -2.046 0.0 -0.1 -0.1 -0.362
C -2.207 -0.543 -3.033 0.0 0.2 0.0 -0.240
C -2.735 -1.276 -4.094 0.0 0.1 -0.1 -0.086
C -3.574 -0.688 -5.045 0.1 0.0 0.2 -0.967
C -3.891 0.658 -4.963 0.0 0.0 0.1 -0.604
C -3.359 1.417 -3.922 0.1 -0.1 0.1 -0.760
C -2.535 0.824 -2.974 0.0 -0.2 0.0 -0.442
H 1.288 -2.458 -5.653 -0.1 0.0 0.1 0.464
H -0.377 -1.919 -5.336 0.1 -0.1 0.0 0.273
H 0.344 -3.192 -4.337 0.0 0.1 -0.1 0.235
H 3.630 -1.325 -4.294 -0.1 0.0 0.2 0.312
H 3.083 -2.473 -3.054 0.0 0.2 0.0 0.248
H 3.462 -0.802 -2.601 0.0 -0.1 -0.1 0.228
H 1.795 0.489 -5.686 -0.1 0.0 0.1 0.306
H 1.825 1.409 -4.158 -0.1 0.0 -0.1 -0.119
H 0.270 0.999 -4.906 0.1 0.0 0.0 0.265
H -2.950 1.583 4.266 -0.1 -0.1 0.1 0.270
H -3.327 0.589 5.698 0.0 0.0 -0.2 0.323
H -4.157 0.290 4.148 0.1 0.1 0.0 0.240
H 0.073 0.841 4.821 0.0 -0.1 0.0 0.242
H 0.462 -0.885 5.000 -0.1 0.1 0.0 0.225
H -0.601 -0.088 6.178 0.1 0.0 -0.2 0.299
H -3.363 -2.537 4.579 0.1 0.0 0.0 0.297
H -2.106 -2.327 5.811 0.0 0.0 -0.1 0.481
H -1.716 -3.095 4.260 0.0 0.0 0.1 0.219
H -4.256 -2.543 2.626 0.0 0.0 0.0 0.345
H -6.641 -2.002 2.899 0.0 0.0 0.0 0.376
H -7.628 -0.076 1.689 0.0 0.0 0.0 0.347
H -6.205 1.264 0.157 0.0 0.0 0.0 0.430
H -3.796 0.675 -0.133 0.0 0.0 0.0 0.271
H 0.231 -2.539 2.156 0.0 0.0 0.0 0.340
H 0.834 -4.914 2.460 0.0 0.0 0.0 0.417
H -0.792 -6.689 1.835 0.0 0.0 0.0 0.332
H -2.974 -6.055 0.860 0.0 0.0 0.0 0.378
H -3.545 -3.681 0.525 0.0 0.0 0.0 0.513
H 0.970 -3.238 -1.472 0.0 0.0 0.0 0.565
H 0.881 -5.714 -1.561 0.0 0.0 0.0 0.408
H -1.266 -6.858 -2.054 0.0 0.0 0.0 0.348
H -3.332 -5.517 -2.322 0.0 0.0 0.0 0.352
H -3.241 -3.061 -2.125 0.0 0.0 0.0 0.724
H -2.477 -2.320 -4.209 0.0 0.0 0.0 0.610
H -3.969 -1.288 -5.857 0.0 0.0 0.0 0.398
H -4.539 1.114 -5.702 0.0 0.0 0.0 0.339
H -3.585 2.475 -3.853 0.0 0.0 0.0 0.419
H -2.126 1.404 -2.154 0.0 0.0 0.0 0.274
C 5.079 -3.162 1.513 0.2 0.4 0.0 -0.499
C 6.324 -2.536 1.394 -0.2 0.1 0.0 -0.717
C 6.382 -1.148 1.353 0.0 -0.1 0.0 -0.674
C 5.197 -0.390 1.372 0.2 0.4 -0.2 0.521
C 3.933 -0.968 1.563 -0.2 -0.1 0.4 -0.114
C 3.947 -2.368 1.676 0.0 -0.3 -0.2 -0.365
C 5.255 1.091 1.099 0.3 -0.4 0.0 0.476
C 6.465 1.732 0.659 0.0 -0.2 0.1 -0.877
C 6.493 3.066 0.422 0.0 0.1 0.0 -1.115
C 5.311 3.837 0.564 0.1 0.1 -0.1 1.402
C 5.243 5.234 0.334 0.1 -0.2 0.0 -0.861
C 4.059 5.899 0.475 -0.3 -0.1 0.1 -0.508
C 2.884 5.187 0.835 0.2 0.2 0.0 -0.647
C 2.926 3.841 1.056 0.0 -0.2 0.1 -0.152
C 4.155 3.135 0.943 -0.2 -0.2 0.1 -0.510
N 4.162 1.799 1.228 -0.4 0.4 0.0 0.095
H 5.010 -4.246 1.481 0.0 0.0 0.1 0.400
H 7.234 -3.120 1.334 0.0 0.0 0.0 0.348
H 7.362 -0.679 1.316 0.0 0.0 -0.1 0.238
H 3.004 -2.890 1.860 0.0 0.0 -0.1 0.225
H 7.357 1.141 0.509 0.0 0.0 0.0 0.222
H 7.412 3.554 0.115 0.0 0.0 0.0 0.378
H 6.147 5.764 0.052 0.0 0.0 0.0 0.361
H 4.012 6.969 0.314 0.0 0.0 0.0 0.375
H 1.941 5.709 0.950 0.0 0.0 0.0 0.433
H 2.026 3.294 1.325 0.1 0.0 0.0 0.577
C -1.953 6.571 0.909 0.0 0.1 0.1 -1.099
Se -1.285 4.828 1.498 -0.1 0.1 -0.1 0.147
C -1.272 4.057 -0.298 0.3 0.1 0.0 -0.191
C -0.395 4.877 -1.240 -0.1 -0.2 0.1 -0.279
Se 0.218 3.849 -2.792 0.0 -0.1 0.0 0.078
C 2.021 4.585 -2.821 0.0 -0.1 0.0 -0.625
H -2.890 6.462 0.360 0.1 0.0 0.0 0.315
H -1.225 7.095 0.290 0.0 0.0 0.0 0.260
H -2.137 7.157 1.810 0.0 0.0 -0.1 0.344
H -2.300 3.985 -0.649 0.0 0.0 -0.1 0.529
H -0.881 3.052 -0.146 0.0 0.0 0.0 -0.293
H 0.518 5.182 -0.732 0.0 0.0 0.0 -0.165
H -0.907 5.762 -1.601 0.0 0.1 0.0 0.420
H 2.021 5.618 -3.160 0.0 0.0 0.0 0.321
H 2.601 3.976 -3.511 0.0 0.0 0.0 0.376
H 2.456 4.512 -1.826 0.0 0.0 0.0 -0.083
O 2.188 1.385 3.352 0.1 0.0 -0.1 -0.660
H 2.859 1.404 2.635 0.0 -0.1 0.0 0.341
H 2.070 0.437 3.489 0.0 0.0 0.0 0.336
O -0.249 2.182 1.926 0.0 0.0 0.1 0.356
H -0.822 1.380 2.021 0.2 0.0 0.0 -0.229
H 0.397 2.099 2.645 0.1 -0.1 -0.1 0.057
```
Forces are in eV/Å.

Output
charge = -2
Kohn-Sham gap = 5.2899 eV
strongest force on any atom = 0.0314 Eh/bohr

Entry from the Open Molecules 2025 dataset: a structure of composition C50H66BeN2O4S (ωB97M-V/def2-TZVPD).

Geometry as XYZ:
```
124
Properties=species:S:1:pos:R:3:forces:R:3:mulliken_charge:R:1
Be -0.016 -0.018 2.288 0.0 0.2 0.2 -0.848
C 3.104 -0.021 3.455 0.2 0.0 0.4 -1.132
O 2.174 -0.015 2.394 0.1 -0.1 -0.5 0.701
C 2.748 -0.005 1.126 0.2 0.1 -0.3 -0.601
C 3.023 -1.196 0.458 0.1 0.1 0.3 0.196
C 2.471 -2.496 0.961 -0.3 0.0 0.0 -1.366
C 1.174 -2.799 0.245 0.0 0.0 0.2 0.260
C 1.156 -3.583 -0.892 -0.1 0.0 0.0 -0.807
C -0.026 -3.940 -1.533 -0.1 -0.1 0.0 -0.396
C -1.209 -3.591 -0.897 0.1 -0.1 -0.1 -0.330
C -1.227 -2.803 0.241 0.1 0.1 0.4 0.057
C -2.526 -2.497 0.955 0.3 0.0 0.0 -1.503
C -3.075 -1.192 0.459 -0.1 0.1 0.3 0.223
C -3.816 -1.142 -0.710 0.0 0.2 0.1 -0.481
C -4.284 0.056 -1.238 0.1 0.0 0.0 0.108
C -3.845 1.231 -0.643 -0.1 -0.1 -0.1 -0.172
C -3.098 1.219 0.527 0.0 -0.1 0.5 0.367
C -2.565 2.492 1.124 0.3 -0.1 0.0 -1.511
C -1.229 2.828 0.492 0.0 0.0 0.3 0.255
C -1.210 3.653 -0.623 0.2 0.1 -0.1 -0.520
C -0.030 4.045 -1.237 -0.1 0.0 0.0 -0.324
C 1.149 3.636 -0.626 -0.2 0.0 0.0 -0.611
C 1.169 2.819 0.490 0.1 0.1 0.2 0.335
C 2.501 2.484 1.128 -0.3 -0.1 0.0 -1.452
C 3.043 1.217 0.527 0.0 -0.2 0.5 -0.070
C 3.789 1.229 -0.643 0.1 -0.1 0.0 0.070
C 4.223 0.054 -1.241 -0.1 0.0 0.0 -0.103
C 3.761 -1.145 -0.712 0.0 0.2 0.1 -0.310
C 5.207 0.026 -2.399 0.1 0.0 -0.1 2.015
C 4.583 -0.654 -3.623 0.0 0.1 0.1 -1.670
C 5.666 1.428 -2.806 -0.1 -0.2 0.1 -2.104
C 6.439 -0.770 -1.940 -0.1 0.1 -0.1 -1.717
C -0.033 2.318 1.026 -0.1 0.3 -0.6 1.034
O -0.034 1.433 2.011 0.0 0.6 0.3 -0.356
C 0.021 4.914 -2.487 0.0 0.1 -0.1 2.239
C -1.375 5.275 -3.002 0.2 -0.1 0.1 -2.230
C 0.761 4.159 -3.601 -0.1 0.1 0.1 -1.604
C 0.771 6.213 -2.160 -0.1 -0.1 -0.1 -1.733
C -2.804 -0.001 1.129 -0.2 0.1 -0.3 -0.637
O -2.246 -0.012 2.407 0.0 -0.1 -0.4 0.715
C -3.213 -0.110 3.425 -0.2 0.0 0.2 -0.873
C -5.285 0.025 -2.384 -0.1 0.0 -0.1 2.048
C -4.676 -0.654 -3.617 0.0 0.1 0.2 -1.687
C -5.759 1.425 -2.784 0.1 -0.2 0.1 -2.140
C -6.505 -0.778 -1.904 0.1 0.1 -0.1 -1.685
C -0.029 -2.274 0.750 0.0 -0.4 -0.7 0.555
O -0.030 -1.350 1.683 0.0 -0.7 -0.1 0.413
C 0.028 -4.685 -2.859 0.0 -0.1 -0.1 2.220
C 0.771 -3.812 -3.881 -0.1 -0.1 0.1 -1.575
C -1.363 -4.991 -3.420 0.2 0.1 0.1 -2.202
C 0.778 -6.012 -2.680 -0.1 0.1 -0.1 -1.787
H 4.084 0.328 3.123 -0.1 0.0 0.0 0.435
H 3.203 -1.028 3.875 0.0 0.1 -0.1 0.175
H 2.728 0.644 4.235 0.0 0.0 0.0 0.160
H 2.255 -2.421 2.028 0.1 -0.1 0.0 0.068
H 3.176 -3.314 0.791 0.0 0.1 0.0 0.864
H 2.104 -3.922 -1.285 0.2 -0.1 -0.1 0.314
H -2.157 -3.935 -1.278 -0.2 -0.1 -0.1 0.391
H -2.308 -2.430 2.022 -0.1 -0.1 0.0 0.140
H -3.234 -3.310 0.778 0.0 0.1 0.0 0.852
H -4.052 -2.075 -1.201 0.0 -0.2 0.0 0.366
H -4.101 2.187 -1.074 0.0 0.1 0.0 0.477
H -2.412 2.365 2.195 -0.1 0.1 0.0 0.137
H -3.256 3.319 0.950 0.0 -0.1 0.0 0.879
H -2.160 3.996 -1.000 -0.1 0.1 -0.1 0.337
H 2.099 3.967 -1.021 0.2 0.1 -0.1 0.244
H 2.341 2.351 2.199 0.1 0.1 0.0 0.184
H 3.188 3.316 0.965 0.0 -0.1 0.0 0.884
H 4.044 2.184 -1.077 0.0 0.1 0.0 0.513
H 4.001 -2.075 -1.206 0.0 -0.2 0.0 0.398
H 3.679 -0.131 -3.928 -0.1 0.0 -0.1 0.353
H 4.321 -1.687 -3.412 -0.1 -0.1 0.0 0.314
H 5.286 -0.644 -4.452 0.1 0.0 -0.1 0.478
H 4.834 2.012 -3.192 -0.1 0.1 0.0 0.323
H 6.419 1.355 -3.587 0.1 0.0 -0.1 0.432
H 6.108 1.951 -1.960 0.0 0.1 0.1 0.424
H 6.167 -1.783 -1.655 0.0 -0.1 0.0 0.320
H 6.896 -0.289 -1.078 0.1 0.0 0.1 0.365
H 7.173 -0.824 -2.741 0.1 0.0 -0.1 0.462
H -1.937 4.380 -3.256 -0.1 -0.1 0.0 0.400
H -1.292 5.887 -3.898 0.0 0.1 -0.1 0.446
H -1.928 5.843 -2.258 -0.1 0.1 0.1 0.409
H 0.253 3.224 -3.826 0.0 -0.1 0.0 0.364
H 1.781 3.927 -3.311 0.2 -0.1 0.0 0.290
H 0.793 4.760 -4.509 0.0 0.1 -0.1 0.462
H 0.258 6.748 -1.363 0.0 0.1 0.1 0.382
H 0.823 6.857 -3.035 0.0 0.1 -0.1 0.455
H 1.784 6.006 -1.829 0.1 0.0 0.0 0.314
H -4.006 0.632 3.288 0.0 0.0 0.0 0.299
H -2.696 0.071 4.365 0.0 0.0 0.1 0.101
H -3.666 -1.106 3.458 0.0 0.0 0.0 0.194
H -3.779 -0.128 -3.936 0.1 0.0 -0.1 0.368
H -5.392 -0.647 -4.436 -0.1 0.0 -0.1 0.473
H -4.408 -1.686 -3.408 0.1 -0.1 0.0 0.311
H -4.939 2.015 -3.187 0.1 0.1 0.0 0.344
H -6.189 1.946 -1.932 0.0 0.1 0.1 0.414
H -6.526 1.345 -3.551 -0.1 0.0 -0.1 0.438
H -6.223 -1.791 -1.629 0.0 -0.1 0.0 0.322
H -7.257 -0.830 -2.688 -0.1 0.0 -0.1 0.467
H -6.945 -0.301 -1.030 -0.1 0.0 0.1 0.355
H 0.264 -2.858 -4.006 -0.1 0.1 0.0 0.347
H 0.810 -4.312 -4.848 0.0 -0.1 -0.1 0.464
H 1.789 -3.610 -3.561 0.2 0.0 0.0 0.302
H -1.933 -4.077 -3.569 -0.1 0.1 0.0 0.373
H -1.915 -5.651 -2.754 -0.1 -0.1 0.1 0.433
H -1.269 -5.490 -4.384 0.0 0.0 -0.1 0.439
H 1.793 -5.844 -2.334 0.1 0.0 0.0 0.310
H 0.826 -6.552 -3.625 0.0 -0.1 -0.1 0.475
H 0.268 -6.635 -1.949 0.0 -0.1 0.1 0.374
S 0.180 -1.074 4.376 0.0 -0.4 0.1 -0.176
C 0.220 -0.539 5.972 -0.1 0.2 0.0 0.037
N -0.524 0.490 6.412 0.2 -0.1 0.0 0.001
C -0.617 0.883 7.801 0.0 0.1 0.4 -0.647
C -0.346 -0.333 8.683 0.1 0.1 -0.2 -0.665
C 1.000 -0.926 8.285 -0.1 0.2 0.4 -0.595
N 0.985 -1.194 6.864 -0.1 0.0 -0.2 -0.098
H -0.989 1.045 5.714 0.0 -0.1 -0.1 0.174
H -1.621 1.272 7.986 0.1 0.0 0.0 0.386
H 0.107 1.675 8.029 -0.1 0.0 0.0 0.308
H -1.129 -1.076 8.521 0.0 0.0 0.1 0.305
H -0.339 -0.041 9.733 0.0 0.0 0.0 0.350
H 1.186 -1.860 8.820 0.0 0.1 -0.1 0.380
H 1.805 -0.222 8.536 -0.1 -0.1 0.0 0.279
H 1.513 -1.967 6.496 -0.1 0.0 -0.1 0.269
```
Forces are in eV/Å.

Output
charge = 0
Kohn-Sham gap = 7.1101 eV
strongest force on any atom = 0.0153 Eh/bohr